Record 1
Molecular formula: C13H29N7O6S
Method: DFT, ωB97M-V with the def2-TZVPD basis set

The geometry in ORCA input format:
```
! RIJCOSX wB97M-V def2-TZVPD def2/J DEFGRID3
* xyz -1 2
H 4.544 1.988 1.396
H -2.493 -0.713 -0.547
H -4.733 -5.978 -1.387
H -0.186 -1.161 -1.866
H 2.022 2.284 1.183
C 2.238 6.056 0.575
H -6.073 -0.659 -2.461
C 2.986 0.647 0.163
N -3.422 -1.064 -0.717
C 1.212 -2.787 -0.084
N 3.279 5.815 1.446
C 3.045 1.419 -1.217
C 2.755 -0.849 -0.051
H 0.963 -3.009 0.954
H 1.191 5.136 -0.900
H -5.705 -1.888 -1.285
C -0.271 1.661 0.042
O 1.661 7.136 0.564
H -1.205 0.893 2.370
N 0.383 -0.640 0.695
C 0.516 0.800 1.039
H 3.542 6.558 2.063
H 0.153 1.967 2.816
H -3.273 -6.532 -0.641
C 1.995 1.194 1.188
H -0.006 2.706 0.191
H 2.157 -3.258 -0.351
S 4.672 0.745 0.914
O -4.830 -3.797 -0.225
O 2.344 2.453 -1.278
H -0.096 1.394 -0.993
H 0.254 0.229 3.111
C -0.123 0.989 2.422
N -5.446 -1.060 -1.791
C 1.304 -1.265 -0.293
N 1.930 5.016 -0.232
O 3.771 0.894 -2.084
H -1.340 1.542 0.233
H 3.156 -1.399 0.808
O -0.819 -1.062 0.619
H -2.177 -5.131 0.900
N -2.912 -4.461 0.783
H 1.111 0.065 -2.037
H 1.439 -1.619 -2.389
H 3.322 -1.145 -0.935
H 0.411 -3.210 -0.692
C -3.963 -4.643 -0.065
H 2.334 0.860 2.173
C 0.876 -0.952 -1.732
N -3.980 -5.830 -0.742
H -3.740 -1.871 -0.209
O -3.887 0.517 -2.292
H -2.848 -3.584 1.267
C -4.216 -0.461 -1.640
H 2.406 4.123 -0.252
H 3.776 4.945 1.472
*
```

<S²>: 0.75
Kohn-Sham gap (alpha / beta): 7.374 / 7.375 eV
LUMO level (alpha / beta): 0.073 / 0.073 hartree
Electronic energy: -1745.85254 Ha

Atom charges from the Mulliken analysis, given in e for atoms 1 to 4: atom 1 (H): 0.11, atom 2 (H): 0.21, atom 3 (H): 0.22, atom 4 (H): 0.29

Record 2
Molecular formula: C13H2Cl4F11NO
Method: DFT, ωB97M-V with the def2-TZVPD basis set

The geometry in ORCA input format:
```
! RIJCOSX wB97M-V def2-TZVPD def2/J DEFGRID3
* xyz 0 1
Cl 2.346 3.460 1.135
C 2.488 0.429 -1.548
F 0.305 -1.899 2.094
C -1.676 -2.634 1.072
H 0.978 1.580 1.147
C 3.622 2.960 -1.309
C -3.161 -2.298 0.741
F -2.857 -1.188 -1.343
F -1.536 -1.418 3.111
C -3.274 -0.983 -0.043
Cl 4.358 4.526 -1.172
O -0.176 -0.417 -0.911
F -4.622 -0.682 -0.098
C 3.983 2.131 -2.401
C 2.723 2.496 -0.336
H 2.040 -0.571 -1.679
C 3.405 0.845 -2.504
F -3.235 0.554 1.779
F -3.692 -3.311 0.034
C -0.984 -1.494 1.864
F -0.774 0.806 2.218
C -2.526 0.194 0.687
F -0.903 -2.934 -0.025
Cl 3.888 -0.261 -3.778
Cl 5.178 2.588 -3.577
F -1.607 -3.808 1.802
C -1.082 -0.120 1.240
C 2.109 1.262 -0.519
F -3.909 -2.167 1.863
N 1.091 0.922 0.379
F -2.479 1.314 -0.109
C -0.021 0.119 0.184
*
```

Energy relative to the best compared isomer or geometry (same formula, charge and spin): 0.0 kcal/mol
Kohn-Sham gap: 9.208 eV
SMILES: O=C(Nc1cc(Cl)c(Cl)c(Cl)c1Cl)C1(F)C(F)(F)C(F)(F)C(F)(F)C(F)(F)C1(F)F
LUMO level: -0.008 hartree
Electronic energy: -3565.89863 Ha

Atom charges from the Mulliken analysis, given in e for atoms 1 to 4: atom 1 (Cl): -0.23, atom 2 (C): -0.33, atom 3 (F): -0.33, atom 4 (C): 0.67

Record 3
Molecular formula: C13H30AsF6N3O4PdS3Si2
Method: DFT, ωB97M-V with the def2-TZVPD basis set

The geometry in ORCA input format:
```
! RIJCOSX wB97M-V def2-TZVPD def2/J DEFGRID3
* xyz -2 1
C -1.218 2.111 -3.183
H -1.631 -1.872 -3.393
H -0.943 2.751 -2.347
H -5.485 0.664 0.843
S 1.180 1.302 1.145
F 4.669 2.520 -0.766
F 4.952 0.387 -0.989
F 3.295 0.975 2.789
H -1.666 3.470 -0.219
C 4.282 1.451 -1.473
Si -2.050 0.475 -2.668
C -5.110 1.564 0.350
H -1.360 -0.733 -4.736
O 1.964 2.501 -1.867
F 3.221 2.920 1.845
H 2.973 -1.534 0.205
H -1.183 -1.964 1.524
As -2.315 -0.300 -0.485
H -0.484 -4.313 1.120
Si -3.207 1.622 0.442
C 4.682 -3.583 1.309
N 2.732 -2.087 1.019
H -0.289 1.903 -3.720
H -5.439 1.525 -0.692
C 1.590 -2.811 0.844
C -2.742 3.302 -0.279
N 2.365 0.839 0.096
N 1.106 -3.360 2.009
S 0.856 -2.917 -0.634
Pd 0.115 0.353 -0.881
H 4.427 -1.562 2.047
S 2.440 1.204 -1.455
C -0.268 -3.838 2.076
H 5.517 -3.823 1.973
H 4.081 -4.483 1.164
H -0.326 -4.602 2.858
H -3.696 0.802 -4.571
C -2.829 1.699 2.290
H -3.049 3.391 -1.323
H -3.378 2.526 2.755
H -3.128 0.766 2.776
H 5.083 -3.290 0.338
C -3.777 0.659 -3.486
O 0.653 0.242 1.971
C -1.210 -0.901 -3.663
F 4.705 1.638 -2.738
H -5.569 2.438 0.828
H -1.893 2.667 -3.844
C 2.457 1.940 2.353
H -1.042 -2.202 3.273
H -2.279 -3.078 2.355
H -4.290 1.532 -3.070
C -1.252 -2.704 2.324
O 2.341 0.082 -2.362
F 1.853 2.444 3.449
H 1.366 -2.793 2.805
H -4.398 -0.217 -3.287
H -0.135 -0.942 -3.467
O 0.481 2.545 0.903
H 3.443 -2.756 2.866
C 3.827 -2.460 1.888
H -3.253 4.081 0.300
H -1.761 1.836 2.468
*
```

Energy relative to the best compared isomer or geometry (same formula, charge and spin): 14.1 kcal/mol
Kohn-Sham gap: 5.285 eV
LUMO level: 0.171 hartree
Electronic energy: -5715.07964 Ha

Atom charges from the Mulliken analysis, given in e for atoms 1 to 4: atom 1 (C): -1.29, atom 2 (H): 0.27, atom 3 (H): 0.28, atom 4 (H): 0.28

Record 4
Molecular formula: C13H30B2NO5S
Method: DFT, ωB97M-V with the def2-TZVPD basis set

The geometry in ORCA input format:
```
! RIJCOSX wB97M-V def2-TZVPD def2/J DEFGRID3
* xyz -1 1
H 3.438 2.432 -0.493
H -0.420 -3.194 0.973
C -2.631 -1.996 -1.419
H -2.297 2.430 2.682
H -3.101 -0.702 0.983
H 0.826 1.723 -2.633
H -1.456 1.545 -2.913
H -2.542 0.715 2.926
C 4.413 0.009 0.679
H -4.824 0.040 1.957
H 5.414 1.039 -0.870
O -0.731 0.005 -0.623
H 1.872 -0.024 -1.405
C -2.443 1.483 2.152
N -1.744 1.871 -1.995
H -2.963 -3.046 0.390
H -3.359 -1.182 -1.401
C 1.917 0.970 -0.947
C -0.972 -0.205 0.729
H -0.159 -2.684 -0.701
B -3.804 1.634 1.370
H 4.439 -0.285 -1.468
H 0.954 2.279 1.928
O -3.929 2.515 0.344
C 4.444 0.542 -0.751
H -1.974 -1.608 1.979
C -2.187 -2.374 -0.002
H 4.184 0.832 1.360
H 4.496 -2.252 -0.299
C 0.820 1.854 -1.541
H -2.596 1.354 -1.792
S 0.243 1.449 2.699
C -1.146 1.229 1.358
H -1.790 -1.636 -2.006
H -3.078 -2.858 -1.924
C -2.123 -1.192 0.974
C 3.522 -2.152 0.192
H -1.031 -4.189 -0.341
H -0.082 -0.650 1.195
H 1.044 2.909 -1.339
H 5.406 -0.379 0.955
O 3.431 -0.972 0.955
H 3.468 1.827 -2.150
H 3.385 -3.004 0.861
O -4.967 0.969 1.779
B -0.666 1.478 -0.979
O -0.933 2.119 0.366
C 3.330 1.529 -1.105
H 1.722 0.800 0.116
H -4.694 2.335 -0.208
C -0.871 -3.155 -0.022
H 2.742 -2.181 -0.574
*
```

Kohn-Sham gap: 7.374 eV
LUMO level: 0.103 hartree
Electronic energy: -1392.42305 Ha

Atom charges from the Mulliken analysis, given in e for atoms 1 to 4: atom 1 (H): 0.28, atom 2 (H): 0.34, atom 3 (C): -1.33, atom 4 (H): 0.38

Record 5
Molecular formula: C13H30BF2IN3O6P2
Method: DFT, ωB97M-V with the def2-TZVPD basis set

The geometry in ORCA input format:
```
! RIJCOSX wB97M-V def2-TZVPD def2/J DEFGRID3
* xyz 1 1
N 0.719 -0.699 -0.889
H 2.094 -2.634 0.064
O 0.369 2.195 1.562
H 0.961 -3.096 1.737
H 2.427 -3.858 -1.132
N 2.550 -1.849 -1.830
H 1.412 -0.074 2.447
H 1.713 -5.825 -0.583
H -0.741 0.844 -0.809
C -2.306 2.877 0.605
H 6.218 -1.442 -2.065
H 2.152 -0.456 -3.856
H -2.248 1.836 0.292
H 0.131 -6.497 -1.123
B 0.441 0.902 1.075
C 6.201 -2.013 -1.137
C -0.325 -1.734 -1.011
O -3.675 3.138 0.970
H -5.907 6.909 -1.034
H -1.981 3.519 -0.213
H 0.579 -6.496 0.568
C 1.569 -0.880 -1.936
C 0.293 0.660 -0.500
H 4.289 -0.672 -1.953
O -5.587 4.368 1.628
O -4.795 5.337 -0.389
H -0.717 -3.414 2.089
H -6.540 4.584 3.415
F -1.163 -1.700 0.049
H -5.528 3.133 3.294
H 0.416 -4.730 2.274
H -4.773 4.734 3.513
C -5.595 4.192 3.046
H 3.479 -0.570 -0.389
C 0.410 -3.082 -1.224
H 0.880 1.422 -1.016
H -1.674 3.039 1.466
C 3.764 -1.252 -1.193
H 0.225 -3.440 -2.238
H 6.775 -1.506 -0.367
H -0.910 -1.528 -1.916
H -5.715 6.846 0.731
C 0.650 -5.926 -0.358
N 1.510 -0.276 -3.090
H -4.355 7.367 -0.299
O -3.286 5.526 1.644
P -0.273 -4.371 -0.040
I 4.715 -2.333 1.464
F 0.573 0.655 -3.331
C 0.184 -3.857 1.669
C 1.913 -2.915 -0.974
H 6.724 -2.948 -1.336
C -5.213 6.705 -0.224
C 4.757 -2.318 -0.693
H 1.254 2.455 1.849
H 4.506 -3.304 -1.066
P -4.190 4.643 0.890
O 0.645 -0.193 1.875
*
```

Kohn-Sham gap: 6.899 eV
LUMO level: -0.150 hartree
Electronic energy: -2333.82070 Ha

Atom charges from the Mulliken analysis, given in e for atoms 1 to 4: atom 1 (N): 1.26, atom 2 (H): 0.19, atom 3 (O): -0.70, atom 4 (H): 0.09

Record 6
Molecular formula: C13H30CoIO2P2
Method: DFT, ωB97M-V with the def2-TZVPD basis set

The geometry in ORCA input format:
```
! RIJCOSX wB97M-V def2-TZVPD def2/J DEFGRID3
* xyz 2 5
H 1.311 -5.273 -0.014
C -1.045 2.493 -0.177
P -1.488 -0.721 -1.511
H -3.340 0.815 -0.941
O -1.653 -0.912 1.986
H -3.878 -0.673 -1.776
I 1.984 -1.029 -1.678
H 3.143 -1.275 3.066
Co 0.247 -0.442 -0.183
H -2.007 -0.153 -3.791
H -1.939 1.958 -0.515
H 3.321 -1.837 1.366
H 1.002 2.142 0.016
H 3.321 0.991 0.058
H -0.245 -0.068 -3.476
H -0.179 4.417 -0.856
C 3.083 1.124 1.115
H 0.882 1.742 3.081
H -0.260 3.370 1.647
H 2.687 -4.188 -0.406
C 0.166 1.613 -0.464
C -0.869 -0.814 1.141
H 1.460 -4.477 -1.617
H -0.851 -2.755 -2.668
H -1.966 4.337 -0.772
H 3.969 0.896 1.716
C 1.127 0.670 3.172
H -3.425 -0.726 -0.037
C -1.068 3.779 -1.011
C -1.238 0.169 -3.080
H 0.368 1.752 -1.531
H 0.231 0.128 3.510
H -1.688 -3.095 -1.111
H 1.881 -2.320 2.325
C 0.817 -3.281 -0.002
C -3.190 -0.275 -1.013
H -2.634 -2.526 -2.540
H -2.015 3.589 1.467
H -1.314 1.250 -2.926
H -1.367 2.012 1.978
P 1.721 -0.019 1.590
O -0.039 -3.198 0.821
C -1.676 -2.453 -2.013
C -1.184 2.880 1.315
H 1.916 0.559 3.951
C 1.618 -4.365 -0.542
H 2.792 2.161 1.293
H -1.094 3.540 -2.095
C 2.605 -1.511 2.133
*
```

<S²>: 6.04
Energy relative to the best compared isomer or geometry (same formula, charge and spin): 0.0 kcal/mol
Kohn-Sham gap (alpha / beta): 6.133 / 6.455 eV
LUMO level (alpha / beta): -0.289 / -0.380 hartree
Electronic energy: -3026.27126 Ha

Atom charges from the Mulliken analysis, given in e for atoms 1 to 4: atom 1 (H): 0.39, atom 2 (C): 1.89, atom 3 (P): 0.82, atom 4 (H): 0.39